DFT (ωB97M-V/def2-TZVPD) results for 2 unconnected molecules or ions with the total composition C9H21NO2P in a non-equilibrium geometry.

```
! RIJCOSX wB97M-V def2-TZVPD def2/J DEFGRID3
* xyz 1 1
C -0.423 -0.350 -2.049
C -1.755 -1.054 -1.749
C -0.572 -1.893 -2.002
C -0.953 -1.899 3.132
C -1.673 3.027 0.094
C 2.936 0.617 -0.728
C -0.244 -1.988 1.813
C -0.873 2.069 0.888
C 2.014 -0.516 -0.087
N 1.913 1.274 -1.559
O -0.885 -1.098 0.968
O 0.328 1.635 0.146
P 0.454 0.226 -0.538
H -1.919 -1.000 -0.756
H -2.583 -0.835 -2.425
H -0.229 -2.361 -2.927
H -0.293 -2.444 -1.119
H -0.650 -2.557 3.923
H -0.689 -0.985 3.564
H -2.051 -1.901 2.977
H -1.217 4.023 -0.126
H -2.071 2.554 -0.825
H -2.659 3.328 0.670
H 3.402 1.331 -0.005
H 3.895 0.371 -1.250
H -0.417 -3.000 1.438
H 0.805 -1.691 2.003
H -1.467 1.217 1.220
H -0.338 2.502 1.800
H 2.205 -0.456 1.012
H 2.159 -1.560 -0.364
H -0.042 0.126 -2.973
H 2.017 1.022 -2.540
H 1.876 2.263 -1.628
*
```

Properties
**Relative energy (zero: lowest compared OMol25 entry of this formula, charge and spin)**: 2.200 eV
**HOMO**: -12.338 eV
**Lowest unoccupied orbital energy**: -3.42 eV
**Electronic energy**: -901.735694 hartree